[1]
Density functional theory data (ωB97M-V/def2-TZVPD) for an isolated molecule of C4H4N2OS.

CARTESIAN COORDINATES (ANGSTROEM)
S  1.202  3.132  0.296
O  -1.541  -2.544  -0.301
C  0.331  -0.985  -0.043
C  1.189  1.416  0.335
N  -1.666  -0.089  -0.556
H  1.086  -1.709  0.360
C  0.340  0.412  0.003
N  -0.986  0.908  -0.296
H  -0.993  -3.253  -0.329
C  -0.947  -1.284  -0.267
H  -0.197  3.046  0.185
H  2.180  0.950  0.613

Calculated values
energy relative to the best compared isomer or geometry (same formula, charge and spin)	70.43	kcal per mole
SMILES string	OC1=C/C(=C/S)N=N1

Calculated atomic charges, method Mulliken, unit e: atom 1 (S): -0.17, atom 2 (O): -0.48, atom 3 (C): -0.68, atom 4 (C): -0.17, atom 5 (N): -0.53, atom 6 (H): 0.25, atom 7 (C): 0.62, atom 8 (N): -0.14, atom 9 (H): 0.29, atom 10 (C): 0.58, atom 11 (H): 0.22, atom 12 (H): 0.22



[2]
Density functional theory data (ωB97M-V/def2-TZVPD) for an isolated molecule of C4H4N2S.

CARTESIAN COORDINATES (ANGSTROEM)
H  1.168  -2.671  0.628
H  1.089  0.769  -1.864
C  -0.208  0.476  -0.368
N  -0.770  -0.847  1.723
N  0.981  0.329  -0.982
C  1.644  -0.883  -0.746
C  1.089  -1.651  0.174
H  -0.632  -1.705  2.162
C  -0.091  -0.790  0.578
H  2.607  -1.044  -1.160
S  -1.269  1.585  -0.174

Calculated values
energy relative to the best compared isomer or geometry (same formula, charge and spin)	46.76	kcal per mole
SMILES string	[H]/N=C1\C=CNC1=S

Calculated atomic charges, method Mulliken, unit e: atom 1 (H): 0.33, atom 2 (H): 0.24, atom 3 (C): 0.07, atom 4 (N): -0.59, atom 5 (N): -0.07, atom 6 (C): -0.57, atom 7 (C): -0.29, atom 8 (H): 0.24, atom 9 (C): 0.57, atom 10 (H): 0.39, atom 11 (S): -0.32



[3]
Density functional theory data (ωB97M-V/def2-TZVPD) for an isolated molecule of C4H4N2S.

CARTESIAN COORDINATES (ANGSTROEM)
S  1.759  1.061  0.712
N  2.483  -2.225  -0.651
N  -0.425  0.954  -0.706
H  -0.108  -1.051  -1.169
H  0.702  -0.863  1.531
C  1.807  -1.554  -0.027
H  0.746  2.738  -0.650
C  0.509  1.696  -0.329
C  0.861  -0.677  0.523
H  -1.226  -0.678  0.362
C  -0.325  -0.403  -0.260

Calculated values
energy relative to the best compared isomer or geometry (same formula, charge and spin)	37.88	kcal per mole
SMILES string	N#C[C@@H]1CN=CS1

Calculated atomic charges, method Mulliken, unit e: atom 1 (S): -0.12, atom 2 (N): -0.39, atom 3 (N): -0.51, atom 4 (H): 0.32, atom 5 (H): 0.39, atom 6 (C): 0.16, atom 7 (H): 0.33, atom 8 (C): 0.12, atom 9 (C): -0.06, atom 10 (H): 0.28, atom 11 (C): -0.51



[4]
Density functional theory data (ωB97M-V/def2-TZVPD) for a cluster of 2 separate species, C4H4N3 in total.

CARTESIAN COORDINATES (ANGSTROEM)
C  1.870  -1.220  0.201
H  1.228  1.401  0.405
C  -0.549  -1.184  -0.081
C  -1.563  -0.255  -0.027
N  0.703  -0.529  0.066
H  -1.455  1.794  -0.023
C  0.369  0.788  0.229
N  3.536  0.772  -0.146
N  -0.936  0.944  0.092
H  -0.603  -2.237  -0.464
H  -2.599  -0.275  -0.251

Calculated values
expectation value of S²	2.861
spin multiplicity	3
total charge	+1
energy relative to the best compared isomer or geometry (same formula, charge and spin)	34.66	kcal per mole

Calculated atomic charges, method Mulliken, unit e: atom 1 (C): 0.04, atom 2 (H): 0.40, atom 3 (C): -0.31, atom 4 (C): -0.24, atom 5 (N): 0.14, atom 6 (H): 0.26, atom 7 (C): -0.04, atom 8 (N): -0.01, atom 9 (N): -0.01, atom 10 (H): 0.37, atom 11 (H): 0.40



[5]
Density functional theory data (ωB97M-V/def2-TZVPD) for the ion C4H4N3O2S with charge -1.

CARTESIAN COORDINATES (ANGSTROEM)
H  -2.455  -1.050  -0.265
N  0.233  1.185  -0.549
C  1.528  1.162  -0.042
O  -0.497  -2.016  0.863
C  0.165  -1.173  0.262
H  -2.494  0.651  -0.702
N  -0.521  -0.062  -0.324
H  -2.116  0.017  1.044
C  1.619  -1.169  -0.086
O  2.289  -2.175  -0.374
S  2.208  2.692  0.319
C  -1.968  -0.095  -0.001
H  -0.200  1.976  -0.134
N  2.209  0.058  -0.011

Calculated values
total charge	-1
energy relative to the best compared isomer or geometry (same formula, charge and spin)	0.00	kcal per mole
SMILES string	Cn1[nH]c(=S)nc([O-])c1=O

Calculated atomic charges, method Mulliken, unit e: atom 1 (H): 0.30, atom 2 (N): -0.33, atom 3 (C): 0.14, atom 4 (O): -0.63, atom 5 (C): 0.63, atom 6 (H): 0.29, atom 7 (N): 0.09, atom 8 (H): 0.31, atom 9 (C): 0.32, atom 10 (O): -0.63, atom 11 (S): -0.47, atom 12 (C): -0.84, atom 13 (H): 0.27, atom 14 (N): -0.45



[6]
Density functional theory data (ωB97M-V/def2-TZVPD) for a cluster of 2 separate species, C4H4N4OS in total.

CARTESIAN COORDINATES (ANGSTROEM)
C  0.420  0.053  -2.162
N  -0.670  -0.721  -2.229
H  0.908  0.271  -3.000
S  0.204  2.692  3.223
H  1.470  0.638  -0.346
N  -1.142  -1.215  -1.095
C  -0.343  -0.708  -0.150
C  -0.525  -0.943  1.256
N  0.958  -0.084  2.964
O  0.000  3.102  1.804
N  0.305  -0.442  2.103
H  -1.167  -1.816  1.553
C  0.681  0.020  -0.837
H  -1.099  -0.849  -3.083

Calculated values
energy relative to the best compared isomer or geometry (same formula, charge and spin)	63.09	kcal per mole

Calculated atomic charges, method Mulliken, unit e: atom 1 (C): -0.66, atom 2 (N): 0.33, atom 3 (H): 0.49, atom 4 (S): 0.27, atom 5 (H): 0.28, atom 6 (N): -0.92, atom 7 (C): 0.62, atom 8 (C): -0.27, atom 9 (N): -0.78, atom 10 (O): -0.30, atom 11 (N): 0.72, atom 12 (H): 0.31, atom 13 (C): -0.26, atom 14 (H): 0.17



[7]
Density functional theory data (ωB97M-V/def2-TZVPD) for the ion C4H4NO with charge +1.

CARTESIAN COORDINATES (ANGSTROEM)
C  -0.154  -1.001  -0.423
C  0.449  1.161  -0.307
H  0.539  2.259  -0.269
N  -0.589  0.245  -0.590
H  2.422  0.665  0.309
C  -1.388  -0.790  0.192
H  -2.403  -1.163  -0.311
H  -1.544  -0.727  1.286
C  1.457  0.322  0.002
O  1.211  -0.971  0.110

Calculated values
expectation value of S²	2.006
spin multiplicity	3
total charge	+1
energy relative to the best compared isomer or geometry (same formula, charge and spin)	22.85	kcal per mole

Calculated atomic charges, method Mulliken, unit e: atom 1 (C): 0.20, atom 2 (C): -0.04, atom 3 (H): 0.37, atom 4 (N): -0.12, atom 5 (H): 0.42, atom 6 (C): -0.24, atom 7 (H): 0.26, atom 8 (H): 0.29, atom 9 (C): 0.09, atom 10 (O): -0.22



[8]
Density functional theory data (ωB97M-V/def2-TZVPD) for the ion C4H4NO3 with charge -1.

CARTESIAN COORDINATES (ANGSTROEM)
C  -0.124  -1.762  0.237
C  0.371  -0.717  0.873
N  -1.346  -1.498  -0.609
O  -2.033  -0.222  -0.496
C  -3.200  -0.235  0.231
O  0.163  -2.968  0.337
H  -1.963  -2.220  -0.634
H  1.863  0.366  0.508
H  0.769  1.480  0.830
O  -3.795  0.804  0.403
C  0.843  0.497  0.298
H  0.650  0.514  -0.827

Calculated values
total charge	-1
energy relative to the best compared isomer or geometry (same formula, charge and spin)	168.69	kcal per mole

Calculated atomic charges, method Mulliken, unit e: atom 1 (C): 0.57, atom 2 (C): -0.69, atom 3 (N): -0.23, atom 4 (O): -0.08, atom 5 (C): 0.13, atom 6 (O): -0.72, atom 7 (H): 0.28, atom 8 (H): 0.32, atom 9 (H): 0.24, atom 10 (O): -0.37, atom 11 (C): -0.64, atom 12 (H): 0.19



[9]
Density functional theory data (ωB97M-V/def2-TZVPD) for the ion C4H4NO3S with charge -1.

CARTESIAN COORDINATES (ANGSTROEM)
H  -2.372  -0.056  0.266
O  -1.761  0.850  1.857
S  2.388  0.050  -0.328
C  -0.072  0.268  -1.173
H  -1.036  0.723  2.543
H  1.497  0.493  -2.541
H  -1.330  -1.138  1.278
C  0.978  -0.368  0.839
O  3.114  -1.290  -0.398
C  1.256  0.184  -1.635
O  -1.100  0.429  -1.816
C  -1.455  -0.151  0.897
N  -0.110  0.005  0.211

Calculated values
total charge	-1
energy relative to the best compared isomer or geometry (same formula, charge and spin)	108.38	kcal per mole
SMILES string	O=C1C=S([O-])#CN1CO

Calculated atomic charges, method Mulliken, unit e: atom 1 (H): 0.26, atom 2 (O): -0.54, atom 3 (S): 0.26, atom 4 (C): 0.46, atom 5 (H): 0.33, atom 6 (H): 0.56, atom 7 (H): 0.41, atom 8 (C): -0.35, atom 9 (O): -0.66, atom 10 (C): -0.84, atom 11 (O): -0.71, atom 12 (C): -0.51, atom 13 (N): 0.31



[10]
Density functional theory data (ωB97M-V/def2-TZVPD) for a structure of composition C4H4NO4.

CARTESIAN COORDINATES (ANGSTROEM)
N  -0.172  -0.053  0.086
H  -0.224  -1.846  -0.999
O  -1.139  1.927  -0.591
O  0.708  1.253  1.720
H  -1.788  0.226  -1.452
H  -0.838  -0.127  1.982
C  -1.126  0.755  -0.796
C  1.490  0.316  -0.782
H  1.592  1.282  -0.329
C  -0.255  -1.532  0.057
C  -0.139  0.488  1.469
O  -0.049  -2.148  1.043
O  1.940  -0.541  -1.410

Calculated values
expectation value of S²	2.019
spin multiplicity	3
total charge	+1
electronic energy	-509.95655	Eh

Calculated atomic charges, method Mulliken, unit e: atom 1 (N): 0.00, atom 2 (H): 0.42, atom 3 (O): -0.34, atom 4 (O): -0.18, atom 5 (H): 0.41, atom 6 (H): 0.44, atom 7 (C): 0.06, atom 8 (C): -0.01, atom 9 (H): 0.51, atom 10 (C): 0.08, atom 11 (C): 0.21, atom 12 (O): -0.36, atom 13 (O): -0.25



Number 1: M 128.16 g/mol. Number 2: M 112.16 g/mol. Number 3: M 112.16 g/mol. Number 4: M 94.10 g/mol. Number 5: M 158.16 g/mol. Number 6: M 156.17 g/mol. Number 7: M 82.08 g/mol. Number 8: M 114.08 g/mol. Number 9: M 146.15 g/mol. Number 10: M 130.08 g/mol.